{"formula": "C29H33CrN2O9P2STe", "method": "ωB97M-V with the def2-TZVPD basis set", "gap_ev": [6.09, 6.21], "multiplicity": 4, "s_squared": 3.8111, "max_force_ev_per_a": 1.4, "total_charge": -2, "e_lumo_ev": [4.0236, 4.0156], "species": ["Cr", "O", "C", "C", "O", "C", "C", "O", "C", "O", "O", "C", "P", "C", "N", "C", "C", "C", "C", "C", "C", "N", "C", "P", "C", "C", "C", "C", "C", "C", "C", "C", "C", "H", "H", "H", "H", "H", "H", "H", "H", "H", "H", "H", "H", "H", "H", "H", "H", "H", "H", "H", "H", "H", "H", "H", "H", "H", "H", "H", "H", "O", "S", "O", "O", "O", "Te", "C", "C", "C", "C", "C", "C", "H", "H", "H", "H", "H"], "positions_angstrom": [[0.109, 0.855, 0.415], [5.173, -2.067, 2.226], [4.180, -1.476, 1.896], [3.715, -1.249, 0.469], [4.263, -1.655, -0.538], [2.487, -0.491, 0.609], [2.148, -0.270, 1.956], [1.064, 0.338, 2.224], [3.155, -0.864, 2.837], [3.182, -0.907, 4.046], [1.659, -0.067, -0.285], [0.098, -2.649, 0.353], [-1.064, -1.264, 0.763], [-2.179, -1.568, -0.682], [-2.885, -2.654, -0.727], [-3.722, -2.825, -1.791], [-4.554, -3.963, -1.853], [-5.412, -4.129, -2.906], [-5.472, -3.165, -3.936], [-4.661, -2.062, -3.899], [-3.766, -1.879, -2.825], [-2.931, -0.797, -2.821], [-2.169, -0.613, -1.790], [-0.842, 0.709, -1.796], [0.277, -0.436, -2.759], [-1.026, 2.123, -3.077], [-1.233, 3.491, -2.404], [0.278, 2.227, -3.874], [-2.199, 1.875, -4.029], [-1.756, -1.818, 2.454], [-3.146, -2.444, 2.327], [-1.817, -0.595, 3.387], [-0.803, -2.821, 3.109], [-0.464, -3.581, 0.258], [0.878, -2.766, 1.099], [0.584, -2.433, -0.597], [-4.501, -4.683, -1.046], [-6.050, -5.004, -2.949], [-6.166, -3.300, -4.758], [-4.692, -1.306, -4.675], [-0.151, -0.608, -3.751], [0.324, -1.392, -2.245], [1.291, -0.057, -2.836], [-0.358, 3.780, -1.828], [-2.094, 3.496, -1.746], [-1.387, 4.232, -3.200], [1.144, 2.333, -3.214], [0.215, 3.130, -4.489], [0.444, 1.381, -4.544], [-3.141, 1.872, -3.480], [-2.113, 0.923, -4.552], [-2.215, 2.686, -4.768], [-3.844, -1.746, 1.865], [-3.506, -2.689, 3.333], [-3.121, -3.355, 1.728], [-2.524, 0.149, 3.036], [-0.835, -0.129, 3.474], [-2.131, -0.933, 4.382], [-0.695, -3.744, 2.537], [-1.225, -3.082, 4.083], [0.186, -2.388, 3.281], [-2.886, 1.777, -0.825], [-2.876, 1.604, 0.653], [-3.772, 2.525, 1.314], [-1.441, 1.832, 1.129], [-3.222, 0.191, 0.954], [1.499, 3.095, 0.266], [0.412, 4.425, 1.507], [-0.089, 4.015, 2.742], [-0.819, 4.891, 3.534], [-1.042, 6.200, 3.120], [-0.523, 6.626, 1.905], [0.195, 5.743, 1.105], [0.079, 3.002, 3.083], [-1.230, 4.542, 4.474], [-1.627, 6.876, 3.734], [-0.686, 7.645, 1.568], [0.583, 6.076, 0.147]], "forces_ev_per_a": [[-0.16, 0.26, 1.35], [0.51, -0.30, 0.20], [-0.33, 0.19, -0.17], [-0.21, 0.15, 0.09], [0.15, -0.10, -0.21], [-0.15, 0.07, 0.48], [0.23, -0.08, -0.42], [-0.50, 0.21, 0.20], [-0.11, 0.08, -0.31], [0.04, -0.04, 0.47], [0.62, -0.35, -0.78], [-0.20, 0.01, -0.07], [0.13, -0.63, -0.06], [-0.10, 0.23, 0.20], [0.03, -0.04, 0.02], [-0.05, 0.02, -0.10], [0.00, -0.02, 0.02], [-0.01, 0.02, -0.09], [0.01, -0.03, 0.05], [-0.05, 0.01, -0.04], [-0.01, -0.01, 0.04], [0.04, 0.05, -0.08], [-0.07, 0.17, 0.09], [0.01, -0.31, -0.85], [-0.16, 0.15, -0.01], [-0.37, 0.10, 0.24], [-0.06, -0.05, -0.01], [0.10, -0.10, -0.01], [0.01, -0.09, 0.09], [-0.20, 0.33, -0.05], [0.00, -0.02, -0.08], [0.05, 0.04, 0.01], [0.08, -0.07, -0.09], [0.03, 0.01, 0.03], [0.03, 0.06, 0.05], [0.01, 0.02, 0.01], [0.04, 0.04, 0.00], [-0.01, 0.03, 0.00], [0.02, -0.01, 0.02], [0.04, -0.03, 0.05], [0.01, 0.01, 0.01], [0.02, 0.00, 0.03], [0.03, 0.03, 0.03], [0.04, 0.01, 0.02], [-0.04, -0.03, -0.02], [0.05, -0.06, 0.01], [-0.04, 0.02, -0.04], [0.01, -0.01, 0.03], [-0.01, 0.04, 0.05], [0.05, 0.01, -0.04], [0.00, 0.01, -0.04], [0.01, -0.02, 0.04], [0.05, -0.03, 0.05], [0.04, 0.00, -0.01], [-0.01, -0.03, 0.04], [-0.02, -0.05, -0.02], [-0.02, -0.01, 0.04], [0.04, -0.06, -0.06], [-0.01, 0.03, 0.03], [0.02, 0.02, 0.01], [-0.04, -0.03, -0.01], [0.14, -0.06, 0.17], [-0.73, -0.15, -0.39], [0.28, 0.10, 0.13], [0.00, -0.11, 0.01], [0.20, 0.05, -0.12], [0.50, 0.46, -0.08], [0.00, -0.02, -0.10], [-0.05, 0.07, 0.03], [0.03, 0.02, -0.05], [0.04, -0.05, -0.04], [0.06, -0.04, -0.03], [-0.05, 0.02, 0.01], [-0.03, -0.05, -0.06], [0.02, 0.01, -0.01], [0.01, 0.00, 0.00], [-0.01, -0.04, 0.02], [-0.05, -0.02, 0.05]], "lowdin_charge": [0.22, 0.10, -0.27, -0.30, 0.07, -0.31, -0.32, -0.13, -0.29, 0.09, -0.24, -0.22, 1.09, -0.35, 0.14, -0.20, -0.03, -0.11, -0.10, -0.02, -0.20, 0.15, -0.34, 1.05, -0.23, -0.65, -0.12, -0.12, -0.11, -0.64, -0.10, -0.09, -0.11, 0.05, 0.04, 0.03, 0.11, 0.09, 0.09, 0.11, 0.05, 0.02, 0.04, 0.00, 0.07, 0.08, 0.07, 0.08, 0.07, 0.08, 0.06, 0.08, 0.07, 0.08, 0.06, 0.06, 0.07, 0.08, 0.07, 0.08, 0.08, -0.42, 0.31, -0.32, -0.50, -0.41, 1.01, -0.61, -0.14, -0.09, -0.12, -0.12, -0.17, 0.09, 0.10, 0.08, 0.09, 0.08]}

{"formula": "C27H32BFeN6PSe2", "method": "ωB97M-V with the def2-TZVPD basis set", "gap_ev": [8.19, 8.59], "multiplicity": 5, "s_squared": 6.0102, "max_force_ev_per_a": 3.2, "total_charge": 0, "e_lumo_ev": [0.5705, 0.5329], "species": ["Fe", "C", "C", "C", "C", "C", "N", "N", "B", "N", "N", "C", "C", "C", "C", "C", "N", "N", "C", "C", "C", "C", "C", "H", "H", "H", "H", "H", "H", "H", "H", "H", "H", "H", "H", "H", "H", "H", "H", "H", "H", "H", "H", "H", "H", "Se", "P", "Se", "C", "C", "C", "C", "C", "C", "C", "C", "C", "C", "C", "C", "H", "H", "H", "H", "H", "H", "H", "H", "H", "H"], "positions_angstrom": [[-12.730, -10.187, -5.151], [-10.096, -8.430, -3.070], [-9.886, -8.597, -4.512], [-8.925, -7.986, -5.301], [-9.165, -8.386, -6.606], [-8.298, -8.018, -7.724], [-10.147, -9.294, -6.563], [-10.697, -9.352, -5.282], [-10.753, -10.220, -7.649], [-10.848, -11.646, -7.055], [-11.808, -11.898, -6.181], [-11.891, -13.189, -5.975], [-12.922, -13.709, -5.066], [-10.914, -13.807, -6.777], [-10.280, -12.843, -7.458], [-9.171, -12.958, -8.452], [-12.144, -9.728, -7.936], [-12.950, -9.199, -6.949], [-14.007, -8.662, -7.532], [-14.892, -7.774, -6.714], [-13.970, -8.918, -8.892], [-12.803, -9.684, -9.125], [-12.369, -10.531, -10.280], [-11.133, -8.144, -2.750], [-9.416, -7.695, -2.688], [-9.966, -9.340, -2.499], [-8.155, -7.258, -5.029], [-7.332, -7.621, -7.274], [-8.740, -7.219, -8.218], [-8.074, -8.827, -8.395], [-10.095, -10.207, -8.641], [-13.909, -13.582, -5.529], [-12.888, -13.224, -4.126], [-12.683, -14.752, -4.968], [-10.742, -14.851, -6.960], [-9.286, -13.897, -8.942], [-8.172, -12.877, -7.964], [-9.084, -12.205, -9.270], [-15.908, -7.798, -7.019], [-14.581, -6.719, -6.891], [-14.935, -7.995, -5.638], [-14.859, -8.695, -9.551], [-13.129, -10.371, -11.041], [-12.403, -11.626, -10.004], [-11.453, -10.160, -10.689], [-15.310, -10.623, -4.694], [-14.758, -10.370, -2.655], [-12.635, -10.736, -2.345], [-15.739, -11.645, -1.761], [-16.088, -11.375, -0.466], [-16.703, -12.330, 0.298], [-16.984, -13.586, -0.257], [-16.653, -13.880, -1.577], [-15.999, -12.896, -2.320], [-15.421, -8.798, -1.929], [-16.643, -8.326, -2.333], [-17.397, -7.492, -1.551], [-16.797, -6.998, -0.432], [-15.556, -7.383, 0.004], [-14.838, -8.301, -0.723], [-16.037, -10.410, -0.030], [-16.933, -12.161, 1.348], [-17.444, -14.377, 0.326], [-16.943, -14.831, -1.969], [-15.755, -13.106, -3.367], [-16.943, -8.668, -3.341], [-18.395, -7.094, -1.858], [-17.292, -6.233, 0.127], [-15.092, -7.039, 0.901], [-13.841, -8.658, -0.394]], "forces_ev_per_a": [[0.78, -0.55, 0.35], [-1.29, 0.16, 1.20], [-1.13, -0.22, -0.81], [0.38, 0.96, -0.03], [0.36, -1.30, 1.66], [1.94, -0.19, 1.05], [-1.05, 0.30, 0.37], [1.39, 0.05, -0.30], [0.73, -0.22, 0.77], [1.33, -0.75, -1.43], [-1.06, 1.14, 1.05], [0.50, 0.28, -0.46], [-0.13, -0.85, -1.17], [-0.83, -1.89, 0.52], [0.22, 3.11, -0.64], [0.99, 1.13, -0.05], [-2.23, 0.19, -0.59], [1.23, 0.22, -0.41], [0.16, 0.26, 0.72], [0.32, 0.84, -0.01], [-1.22, -0.55, -1.55], [-0.56, 0.47, 1.39], [-1.37, -0.09, 0.31], [0.78, 0.04, -0.73], [0.36, 0.39, 0.24], [0.38, -0.40, -0.06], [-0.41, -0.46, 0.12], [-1.08, -0.57, -0.69], [-0.70, 1.43, -1.40], [0.02, -0.30, -0.36], [0.16, -0.01, -0.13], [0.12, -0.12, 0.28], [-0.07, 0.46, 1.01], [-0.38, -0.64, 0.42], [-0.04, -0.29, 0.33], [0.27, -0.88, -0.28], [-0.65, -0.41, -0.13], [-0.74, -0.24, 0.76], [-1.03, -0.25, -0.57], [0.00, -0.62, 0.34], [0.55, 0.02, -0.44], [1.55, -0.34, 0.51], [-0.04, -0.18, -0.26], [0.50, 1.23, -0.29], [0.86, -0.33, -0.17], [0.23, 0.22, -0.89], [-0.26, -0.20, 0.45], [-0.48, 0.42, -0.46], [0.78, 0.17, -0.79], [-0.83, -0.12, 0.65], [-0.42, -1.71, 0.39], [0.16, -0.03, 0.15], [0.16, 1.30, 0.67], [-0.21, -0.41, -0.52], [1.73, -0.47, 1.55], [-0.34, -1.23, -2.05], [-0.95, 1.12, -0.81], [-0.54, 0.92, 1.16], [0.98, -0.59, -0.22], [0.25, -1.12, -1.29], [0.57, 0.81, 0.14], [-0.09, 0.16, -0.25], [-0.07, 0.24, 0.14], [0.11, -0.38, -0.43], [0.07, 0.24, 0.41], [-0.38, 0.13, 0.71], [1.04, -0.57, 0.18], [-0.46, 0.25, 0.40], [-0.12, 0.58, 0.50], [-0.78, 0.19, -0.27]], "lowdin_charge": [0.50, -0.08, -0.34, 0.00, -0.29, -0.02, 0.05, 0.04, -0.53, 0.04, 0.03, -0.32, -0.04, 0.00, -0.26, -0.02, 0.03, 0.00, -0.37, -0.06, 0.02, -0.24, -0.02, 0.06, 0.07, 0.05, 0.12, 0.11, 0.06, 0.07, 0.11, 0.08, 0.02, 0.08, 0.11, 0.06, 0.10, 0.08, 0.06, 0.10, 0.02, 0.13, 0.07, 0.11, 0.07, 0.39, 0.15, 0.32, -0.40, -0.11, -0.07, -0.08, -0.07, -0.10, -0.38, -0.12, -0.08, -0.10, -0.09, -0.10, 0.09, 0.11, 0.10, 0.10, 0.07, 0.08, 0.13, 0.10, 0.10, 0.10]}

{"formula": "C20H27F6N7O5PRuS", "method": "ωB97M-V with the def2-TZVPD basis set", "gap_ev": [6.60, 6.59], "multiplicity": 2, "s_squared": 0.7695, "max_force_ev_per_a": 0.5, "total_charge": 0, "e_lumo_ev": [-0.9020, -0.9298], "species": ["Ru", "C", "C", "N", "O", "C", "C", "N", "O", "H", "H", "H", "H", "H", "H", "H", "O", "N", "C", "C", "N", "C", "N", "C", "P", "C", "C", "O", "H", "H", "H", "H", "H", "H", "H", "H", "H", "C", "C", "C", "C", "N", "C", "S", "N", "C", "H", "H", "H", "H", "H", "H", "H", "H", "C", "C", "O", "C", "F", "F", "F", "C", "F", "F", "F", "H", "H", "H"], "positions_angstrom": [[-0.436, -0.014, 0.217], [2.403, -0.396, 3.384], [1.640, -0.267, 2.108], [0.358, -0.382, 2.034], [-0.289, -0.664, 3.229], [2.310, 0.004, 0.857], [3.782, 0.216, 0.743], [1.519, 0.093, -0.199], [1.937, 0.349, -1.350], [1.807, -0.881, 4.149], [2.684, 0.599, 3.737], [3.320, -0.960, 3.219], [-1.208, -0.816, 2.968], [4.126, 0.945, 1.479], [4.003, 0.585, -0.255], [4.341, -0.711, 0.897], [-0.162, 1.949, 0.727], [-0.047, 2.798, -0.251], [0.732, 3.802, 0.015], [0.871, 4.812, -0.991], [0.968, 5.612, -1.811], [1.476, 3.890, 1.243], [2.079, 3.968, 2.218], [-2.725, 2.385, -2.409], [-1.441, 1.221, -2.888], [-0.143, 2.161, -3.687], [-2.158, 0.158, -4.146], [-0.921, 0.382, -1.775], [-3.162, 2.859, -3.289], [-2.286, 3.141, -1.761], [-3.497, 1.844, -1.861], [-0.517, 2.715, -4.549], [0.639, 1.466, -3.992], [0.279, 2.853, -2.959], [-2.597, 0.727, -4.966], [-2.912, -0.461, -3.662], [-1.373, -0.494, -4.528], [-7.616, -0.188, 1.816], [-6.500, -0.341, 0.838], [-6.626, -0.797, -0.439], [-5.464, -0.860, -1.238], [-4.266, -0.515, -0.799], [-4.132, -0.115, 0.474], [-2.691, 0.240, 1.264], [-5.261, -0.005, 1.254], [-5.554, -1.330, -2.653], [-8.556, -0.508, 1.376], [-7.710, 0.855, 2.124], [-7.424, -0.788, 2.707], [-7.588, -1.095, -0.827], [-5.112, 0.319, 2.201], [-6.535, -1.743, -2.879], [-4.788, -2.083, -2.835], [-5.362, -0.493, -3.326], [0.665, -3.429, 0.957], [-0.576, -3.136, 0.111], [-0.673, -1.863, -0.372], [-0.530, -4.042, -1.148], [-0.373, -5.346, -0.848], [0.507, -3.691, -1.917], [-1.639, -3.942, -1.895], [-1.843, -3.472, 0.939], [-1.819, -2.818, 2.119], [-2.979, -3.114, 0.324], [-1.944, -4.780, 1.234], [1.544, -3.161, 0.374], [0.719, -4.481, 1.236], [0.635, -2.825, 1.859]], "forces_ev_per_a": [[0.24, -0.15, 0.17], [0.01, 0.00, -0.04], [0.16, 0.06, -0.06], [-0.14, 0.01, -0.08], [-0.01, 0.10, 0.02], [0.04, 0.01, 0.11], [0.01, 0.00, 0.04], [-0.10, -0.02, -0.06], [0.06, -0.02, 0.04], [0.00, -0.01, 0.01], [-0.01, 0.00, 0.00], [0.00, 0.01, -0.01], [0.03, -0.04, -0.03], [0.01, -0.01, 0.00], [0.00, 0.01, 0.00], [0.00, 0.00, -0.01], [0.18, -0.09, -0.04], [-0.16, 0.00, 0.02], [0.05, 0.01, 0.06], [0.00, -0.05, 0.02], [-0.01, 0.01, 0.00], [-0.08, 0.10, -0.04], [0.03, -0.04, 0.00], [0.00, -0.03, -0.01], [0.18, 0.11, -0.05], [-0.01, 0.02, 0.02], [0.03, -0.02, 0.01], [-0.31, -0.14, 0.09], [0.01, 0.02, 0.01], [0.01, 0.01, 0.03], [0.00, -0.02, 0.00], [0.00, -0.01, 0.00], [0.00, 0.00, 0.00], [0.00, 0.01, -0.02], [0.00, 0.00, 0.01], [-0.05, -0.02, -0.01], [-0.01, -0.01, -0.01], [0.00, 0.01, 0.00], [0.02, 0.01, 0.02], [-0.04, -0.03, -0.03], [0.03, 0.01, 0.02], [-0.01, 0.04, -0.01], [0.06, -0.19, 0.04], [0.00, 0.30, -0.05], [-0.03, -0.02, -0.05], [0.02, -0.01, -0.02], [0.00, 0.00, 0.00], [0.00, 0.00, 0.00], [0.00, 0.00, 0.00], [0.00, 0.00, 0.01], [0.01, -0.01, 0.00], [0.00, 0.00, -0.01], [0.02, 0.01, 0.01], [0.01, 0.01, 0.00], [-0.03, -0.01, 0.02], [0.18, 0.05, 0.06], [-0.44, 0.00, -0.15], [0.05, 0.04, 0.00], [-0.01, -0.01, 0.00], [-0.02, -0.01, 0.01], [-0.03, 0.00, -0.01], [0.03, -0.03, -0.08], [-0.03, 0.01, 0.01], [0.01, -0.01, 0.03], [-0.01, 0.01, 0.00], [0.00, 0.01, 0.01], [0.01, 0.00, -0.01], [0.02, -0.02, 0.00]], "lowdin_charge": [1.22, 0.01, -0.28, -0.15, -0.04, -0.27, -0.02, -0.25, -0.09, 0.08, 0.10, 0.09, 0.01, 0.08, 0.07, 0.09, -0.33, 0.00, -0.30, -0.19, 0.15, -0.17, 0.17, -0.16, 0.57, -0.15, -0.15, -0.45, 0.06, 0.04, 0.03, 0.06, 0.06, 0.03, 0.06, 0.03, 0.06, 0.00, -0.26, 0.03, -0.28, 0.13, -0.73, 0.77, 0.10, -0.01, 0.09, 0.10, 0.10, 0.12, 0.14, 0.08, 0.09, 0.09, 0.03, -0.43, -0.26, -0.56, 0.14, 0.16, 0.15, -0.55, 0.11, 0.14, 0.16, 0.10, 0.10, 0.07]}